1.
DFT (the ωB97M-V functional and the def2-TZVPD basis) results for a structure of composition C4H4AgO5.

```
14
Properties=species:S:1:pos:R:3:forces:R:3
Ag 5.216063 0.282655 0.252679 2.89 -0.19 0.20
O 1.380952 -0.635294 0.307106 1.44 0.26 -1.67
O 3.301213 0.464762 0.080338 -1.21 0.16 -0.69
O 1.825055 0.349915 -1.638424 1.20 0.29 -1.61
O -0.329642 0.836313 0.111135 1.39 -0.25 -0.38
O -0.709240 -1.312324 0.001772 1.37 0.33 -0.29
C -2.037662 -0.754727 0.202670 -0.88 -0.02 -0.08
C 0.148762 -0.352907 0.007350 -2.77 -0.78 2.37
C -1.777945 0.754079 0.218797 -0.98 0.34 -0.37
C 2.325107 0.072811 -0.573887 -3.00 -0.02 2.52
H -2.665628 -1.084406 -0.628630 0.15 0.02 0.21
H -2.412886 -1.145421 1.152798 0.15 -0.01 -0.24
H -2.193572 1.280884 -0.644569 0.07 -0.08 0.24
H -2.070580 1.243661 1.150862 0.19 -0.04 -0.21
```
Positions in Å, forces in eV/Å.

Calculated values
energy relative to the best compared isomer or geometry (same formula, charge and spin)	0.0000	eV
LUMO energy (spin up / spin down)	-9.42 / -14.39	eV
total charge	+2
frontier orbital gap (spin up / spin down)	10.3 / 5.3	eV
⟨S²⟩	0.78
HOMO level (spin up / spin down)	-0.7230 / -0.7220	Ha
multiplicity	2

2.
DFT (the ωB97M-V functional and the def2-TZVPD basis) results for a cluster of 2 separate species, CN4O2 in total.

```
7
Properties=species:S:1:pos:R:3:forces:R:3
O -2.082448 0.792961 0.814709 -0.96 0.88 0.67
O 2.978098 -0.081050 0.932542 3.49 -2.19 3.64
N 1.495954 0.674063 -0.523929 -3.03 1.37 -2.92
N 2.180707 0.229713 0.196131 -0.27 1.03 -0.73
N -1.732130 -0.026866 0.041743 2.30 0.76 1.83
N -2.044937 -0.702462 -0.957265 -2.59 -1.25 -3.03
C -0.795244 -0.886361 -0.503928 1.06 -0.59 0.56
```
Positions in Å, forces in eV/Å.

Calculated values
energy relative to the best compared isomer or geometry (same formula, charge and spin)	6.5083	eV
LUMO energy	-0.08	eV
frontier orbital gap	10.5	eV
HOMO level	-0.3893	Ha

3.
DFT (the ωB97M-V functional and the def2-TZVPD basis) results for a cluster of 3 separate species, C14H22FN2O11S4 in total.

```
54
Properties=species:S:1:pos:R:3:forces:R:3
S 1.181078 4.562781 4.230339 0.69 0.54 0.88
S -1.283250 -5.801722 -5.962262 0.22 0.31 0.14
S -3.663379 -1.672410 -0.558218 -0.69 -0.04 -0.19
S 2.466489 2.095481 1.629602 2.03 -0.78 0.15
F 1.301430 -1.379842 -1.252170 -0.06 0.56 0.20
O 2.969255 0.770180 1.460657 -0.74 -0.94 -0.21
O -2.454730 -6.080822 -5.216699 -0.11 -0.18 0.07
O 2.745809 4.290369 4.304911 -0.32 -0.28 0.22
O 3.447547 3.118599 1.686241 -0.13 1.26 -0.30
O -1.254610 -4.232429 -6.311896 0.31 -0.25 -0.10
O 0.518886 3.293930 4.206996 -0.07 -0.05 -0.40
O -0.939862 -6.524696 -7.125829 -0.12 -0.11 -0.17
O -0.035981 -5.804223 -4.948219 -0.31 0.17 0.07
O 1.001173 5.212729 5.668408 0.05 0.06 -0.36
O 0.923939 5.543504 3.245254 -0.45 -0.16 -0.34
O 0.220446 -1.343552 -3.171596 0.88 0.76 1.75
N -1.792804 1.238386 1.859353 -0.48 0.21 0.62
N -2.250513 0.521175 0.867798 -1.53 -0.57 0.67
C -2.118351 -3.110098 1.296261 -0.30 -0.30 -0.52
C 0.638917 -4.543170 -4.990966 0.33 0.12 -0.30
C -0.662076 1.822815 1.639677 0.38 0.10 -0.39
C 0.022962 1.656812 0.422137 1.62 0.71 -0.09
C 1.330882 2.399255 0.244912 -1.35 0.23 1.45
C -1.722052 0.286826 -0.292968 0.92 -0.18 -1.23
C -2.446938 -0.555180 -1.293469 -0.49 -0.38 0.53
C 0.162011 0.675098 -1.906767 0.37 -0.21 0.42
C -0.438764 -3.546947 -5.359014 -0.17 0.13 0.39
C -2.698260 -3.149868 -0.116245 0.60 0.41 0.32
C 2.169648 4.945849 6.467584 0.16 -0.46 0.27
C 3.304831 4.929233 5.468519 0.20 0.49 0.13
C 0.573700 -0.761369 -2.170629 -1.21 -1.09 -2.57
C -0.491826 0.881188 -0.571221 0.14 -0.17 -0.16
H -1.903639 -3.247055 -0.854091 -0.02 -0.11 -0.14
H -2.987890 0.136733 -1.939343 -0.15 -0.06 -0.19
H 1.816840 2.137642 2.826318 -0.64 0.06 -0.53
H -2.922288 -3.031388 2.021596 0.01 0.14 0.18
H 4.167853 4.375123 5.825327 -0.05 -0.19 -0.19
H -3.157991 0.071525 1.030836 0.04 -0.16 0.18
H 1.047875 1.288164 -2.020904 0.11 0.04 0.04
H 3.610897 5.938041 5.189089 -0.01 -0.01 -0.01
H -0.035850 -2.636081 -5.792128 -0.10 -0.05 -0.19
H -3.352821 -4.008509 -0.216493 -0.26 0.06 -0.20
H 2.040621 3.972830 6.945002 0.01 0.02 0.01
H -1.771382 -1.126485 -1.917445 0.12 0.05 -0.07
H -1.059430 -3.295609 -4.496158 0.06 0.03 0.02
H 1.071556 3.457677 0.284205 0.34 0.21 -0.24
H 1.858446 2.119019 -0.650765 0.44 0.16 0.06
H -0.262895 2.450041 2.420075 -0.15 0.07 0.30
H 2.289883 5.709422 7.229672 -0.22 0.15 -0.12
H -1.609493 -4.055970 1.463810 0.19 0.00 0.18
H 1.415116 -4.592391 -5.757282 0.00 0.03 0.01
H -1.412148 -2.294141 1.410655 0.13 0.09 0.16
H 1.094697 -4.326621 -4.028388 -0.10 -0.18 0.08
H -0.509549 0.991704 -2.694830 -0.14 -0.24 -0.26
```
Positions in Å, forces in eV/Å.

Calculated values
energy relative to the best compared isomer or geometry (same formula, charge and spin)	0.0000	eV
LUMO energy	-4.85	eV
total charge	+1
frontier orbital gap	8.0	eV
HOMO level	-0.4718	Ha